The following is a DFT calculation (wB97M-V/def2-TZVPD) of 4 unconnected molecules or ions with the total composition C4H15NO4.

Maximum force   0.1233 hartree/bohr
Total charge   0
E_HOMO   -0.354 Ha
Spin multiplicity   1
Molar mass   141.17 g/mol
Orbital gap   0.371 Eh
Energy relative to the best compared isomer or geometry (same formula, charge and spin)   348.2 kJ/mol
Structure (SMILES)   NCCCC=O.O.O.O
E   -517.0300 Ha

Last column: Löwdin charge in e.
CARTESIAN COORDINATES (ANGSTROEM)
N: 1.643 -1.682 0.934  -0.024
C: 0.266 -1.388 1.334  -0.279
C: -0.362 -0.238 0.573  -0.211
C: 0.053 1.132 1.199  -0.135
C: -0.920 2.137 0.757  -0.198
O: -1.232 3.252 1.323  -0.022
H: 2.337 -0.920 0.749  0.110
H: 2.099 -2.333 1.513  0.053
H: 0.287 -1.210 2.387  0.089
H: -0.459 -2.364 1.138  0.156
H: -0.316 -0.315 -0.447  0.044
H: -1.532 -0.547 0.562  0.141
H: 0.985 1.479 0.861  0.108
H: 0.176 1.032 2.206  0.089
H: -1.441 1.971 -0.202  0.128
O: 0.990 -1.994 -1.943  -0.047
H: 1.266 -2.027 -1.031  -0.027
H: 0.790 -1.079 -2.036  -0.009
O: 1.522 1.712 -2.274  0.005
H: 1.344 1.615 -3.126  -0.045
H: 2.395 2.141 -2.228  0.064
O: -2.422 -1.801 -0.679  -0.114
H: -2.965 -2.689 -0.768  0.118
H: -1.538 -2.194 -0.722  0.006


The following is a DFT calculation (wB97M-V/def2-TZVPD) of 10 unconnected molecules or ions with the total composition C22H68N16O10.

Maximum force   0.1833 hartree/bohr
Total charge   -1
E_HOMO (alpha / beta)   0.009 / -0.228 Ha
Spin multiplicity   2
Molar mass   716.89 g/mol
Orbital gap (alpha / beta)   0.052 / 0.288 Eh
Energy relative to the best compared isomer or geometry (same formula, charge and spin)   47.2 kJ/mol
E   -2507.4947 Ha

Last column: Löwdin charge in e.
CARTESIAN COORDINATES (ANGSTROEM)
C: 4.756 1.411 3.579  -0.066
C: 4.801 2.667 2.676  -0.455
C: 3.571 3.046 1.954  -0.258
O: 3.925 3.754 0.815  -0.179
C: 2.873 3.833 -0.164  -0.102
N: 5.236 3.728 3.571  0.040
H: 4.178 1.602 4.484  0.068
H: 5.726 1.082 3.950  0.063
H: 4.454 0.542 2.994  0.060
H: 5.519 2.427 1.891  0.138
H: 2.756 3.483 2.531  0.129
H: 3.272 2.058 1.605  0.119
H: 2.279 2.971 -0.466  0.065
H: 3.073 4.400 -1.073  0.079
H: 2.070 4.377 0.334  0.069
H: 5.489 4.478 2.943  0.069
H: 6.158 3.381 3.794  0.060
C: -4.385 0.982 -1.202  -0.052
C: -3.349 2.128 -1.139  -0.452
C: -3.288 2.837 -2.498  -0.193
O: -2.934 1.961 -3.565  -0.209
C: -2.966 2.539 -4.864  -0.099
N: -3.642 2.936 -0.010  0.046
H: -5.375 1.379 -1.426  0.075
H: -4.396 0.509 -0.220  0.062
H: -4.190 0.149 -1.878  0.059
H: -2.367 1.685 -0.976  0.116
H: -2.692 3.730 -2.308  0.102
H: -4.273 3.237 -2.736  0.121
H: -2.310 1.903 -5.459  0.078
H: -2.643 3.580 -4.863  0.082
H: -3.955 2.610 -5.317  0.079
H: -2.898 3.618 0.031  0.006
H: -3.657 2.382 0.834  0.075
C: -2.435 -3.135 0.674  -0.054
C: -3.300 -3.620 -0.419  -0.478
C: -4.272 -4.752 0.045  -0.178
O: -5.379 -4.955 -0.777  -0.229
C: -5.386 -5.852 -1.864  -0.090
N: -4.195 -2.623 -0.897  0.061
H: -2.189 -3.879 1.432  0.082
H: -2.834 -2.216 1.102  0.088
H: -1.576 -2.879 0.055  0.054
H: -2.777 -3.823 -1.354  0.110
H: -4.631 -4.406 1.014  0.128
H: -3.826 -5.743 0.129  0.120
H: -5.107 -6.825 -1.460  0.080
H: -4.794 -5.493 -2.705  0.094
H: -6.415 -6.087 -2.138  0.084
H: -4.936 -3.200 -1.268  0.056
H: -3.692 -2.392 -1.741  0.047
C: 1.165 -3.924 -0.185  -0.031
C: 1.144 -4.198 -1.730  -0.413
C: 2.170 -5.203 -2.320  -0.207
O: 3.462 -4.821 -1.872  -0.184
C: 4.471 -5.575 -2.470  -0.132
N: -0.135 -4.713 -2.147  0.046
H: 0.579 -4.648 0.380  0.072
H: 0.783 -2.951 0.124  0.034
H: 2.159 -4.058 0.242  0.063
H: 1.394 -3.284 -2.269  0.110
H: 2.086 -5.201 -3.407  0.116
H: 1.875 -6.223 -2.073  0.121
H: 5.424 -5.139 -2.171  0.087
H: 4.374 -5.311 -3.523  0.081
H: 4.445 -6.661 -2.372  0.086
H: -0.133 -4.785 -3.154  0.075
H: -0.762 -3.969 -1.877  0.031
C: 2.874 -2.315 4.880  -0.854
O: 1.768 -2.229 5.115  0.110
N: 3.805 -2.615 5.733  0.162
N: 3.445 -2.135 3.690  0.176
H: 3.678 -2.864 6.703  0.117
H: 4.779 -2.690 5.477  0.104
H: 4.408 -2.414 3.567  0.106
H: 2.813 -2.014 2.912  0.103
C: 0.601 2.723 -3.061  -0.747
O: 1.196 2.004 -3.828  0.008
N: -0.002 2.300 -1.990  0.202
N: 0.556 4.063 -3.237  0.168
H: -0.035 1.336 -1.691  0.074
H: -0.447 2.990 -1.402  0.055
H: -0.020 4.624 -2.626  0.069
H: 1.185 4.480 -3.910  0.099
C: 1.081 1.683 5.013  -0.729
O: 1.025 1.725 3.775  -0.021
N: 1.457 0.633 5.665  0.181
N: 0.614 2.565 5.835  0.176
H: 1.506 0.432 6.653  0.119
H: 1.541 -0.250 5.183  0.070
H: 0.379 3.504 5.546  0.114
H: 0.791 2.375 6.811  0.108
C: -0.932 -1.234 -3.512  -0.770
O: -1.858 -1.846 -3.062  0.048
N: -1.102 -0.235 -4.362  0.156
N: 0.213 -1.020 -2.995  0.181
H: -0.283 0.331 -4.532  0.077
H: -2.023 0.108 -4.130  0.089
H: 0.704 -0.229 -3.386  0.087
H: 0.326 -1.291 -2.028  0.083
C: -1.676 5.666 -0.239  -0.929
O: -1.293 4.509 -0.331  -0.074
N: -1.036 6.763 -0.577  0.093
N: -2.760 5.958 0.398  0.124
H: -0.052 6.737 -0.803  0.057
H: -1.653 7.563 -0.574  0.011
H: -2.848 6.844 0.875  0.017
H: -3.280 5.189 0.796  0.079
C: 0.329 0.249 0.846  -0.700
O: 0.368 -0.070 -0.322  0.009
N: 0.226 1.472 1.218  0.202
N: 0.460 -0.603 1.931  0.175
H: 0.191 2.148 0.468  0.084
H: 0.475 1.920 2.088  0.067
H: 0.395 -1.602 1.791  0.079
H: 0.536 -0.100 2.803  0.062


The following is a DFT calculation (wB97M-V/def2-TZVPD) of 9 unconnected molecules or ions with the total composition C43H52F7IO28.

Maximum force   0.0073 hartree/bohr
Total charge   0
E_HOMO   -0.377 Ha
Spin multiplicity   1
Molar mass   1276.75 g/mol
Orbital gap   0.297 Eh
Energy relative to the best compared isomer or geometry (same formula, charge and spin)   0.0 kJ/mol
Structure (SMILES)   O=C(O)CC1=CC(=O)C(C(F)(F)C(F)(F)C(F)(F)F)=C(I)C1=O.C[C@@H]1COC(=O)O1.C[C@@H]1COC(=O)O1.C[C@@H]1COC(=O)O1.C[C@@H]1COC(=O)O1.C[C@@H]1COC(=O)O1.C[C@@H]1COC(=O)O1.C[C@@H]1COC(=O)O1.C[C@@H]1COC(=O)O1
E   -4773.3594 Ha

Last column: Löwdin charge in e.
CARTESIAN COORDINATES (ANGSTROEM)
O: 6.230 -1.522 3.169  0.145
C: 5.790 -1.702 2.079  -0.534
O: 6.128 -2.813 1.383  0.116
C: 4.836 -0.751 1.380  -0.027
C: 3.475 -1.347 1.138  -0.127
C: 2.924 -2.357 1.800  0.091
C: 1.595 -2.880 1.373  -0.305
O: 1.341 -4.052 1.457  0.140
C: 0.640 -1.856 0.791  -0.076
C: -0.848 -2.051 1.011  -0.408
F: -1.114 -3.301 1.400  0.132
F: -1.547 -1.840 -0.127  0.090
C: -1.445 -1.114 2.137  -0.348
F: -0.612 -0.091 2.391  0.128
F: -1.560 -1.826 3.272  0.147
C: -2.854 -0.529 1.848  -0.544
F: -3.709 -1.525 1.595  0.186
F: -3.276 0.134 2.935  0.175
F: -2.839 0.315 0.819  0.154
C: 1.185 -0.842 0.113  -0.530
I: 0.230 0.709 -0.864  1.277
C: 2.688 -0.784 -0.007  -0.401
O: 3.234 -0.333 -0.975  0.100
H: 5.690 -2.837 0.522  0.118
H: 5.259 -0.419 0.426  0.137
H: 4.728 0.127 2.024  0.149
H: 3.436 -2.904 2.588  0.147
C: -5.011 1.709 -2.892  -0.013
C: -3.934 2.759 -2.883  -0.305
C: -3.576 3.372 -4.222  -0.075
O: -2.187 3.711 -4.039  0.070
C: -1.680 2.865 -3.130  -0.594
O: -0.513 2.733 -2.902  0.019
O: -2.657 2.173 -2.515  0.056
H: -5.022 1.172 -1.944  0.087
H: -5.983 2.182 -3.031  0.095
H: -4.851 0.992 -3.697  0.092
H: -4.150 3.538 -2.147  0.159
H: -4.135 4.265 -4.484  0.146
H: -3.641 2.647 -5.033  0.125
C: -2.050 -0.573 7.877  -0.017
C: -1.810 0.608 6.977  -0.319
C: -0.843 0.400 5.830  -0.089
O: -0.308 1.715 5.638  0.068
C: -0.400 2.378 6.814  -0.560
O: 0.108 3.429 7.041  0.155
O: -1.151 1.676 7.691  0.087
H: -2.568 -0.259 8.782  0.090
H: -2.670 -1.309 7.365  0.092
H: -1.109 -1.044 8.165  0.091
H: -2.754 1.010 6.599  0.160
H: -1.304 0.055 4.912  0.106
H: -0.025 -0.269 6.112  0.143
C: 0.335 4.092 -9.018  -0.007
C: -0.735 4.061 -7.961  -0.314
C: -1.081 2.701 -7.394  -0.066
O: -2.467 2.876 -7.032  0.033
C: -2.986 3.857 -7.802  -0.572
O: -4.144 4.140 -7.832  0.154
O: -2.014 4.470 -8.502  0.090
H: 0.346 5.059 -9.520  0.089
H: 1.311 3.936 -8.557  0.096
H: 0.167 3.315 -9.763  0.093
H: -0.502 4.757 -7.150  0.140
H: -0.510 2.428 -6.510  0.141
H: -1.013 1.905 -8.134  0.113
C: -1.934 -5.630 3.181  -0.020
C: -1.747 -7.013 3.737  -0.323
C: -2.817 -8.033 3.418  -0.081
O: -2.730 -8.917 4.545  0.070
C: -2.248 -8.213 5.594  -0.567
O: -2.223 -8.595 6.719  0.162
O: -1.792 -7.005 5.179  0.081
H: -1.225 -4.942 3.641  0.084
H: -1.756 -5.638 2.106  0.087
H: -2.944 -5.263 3.371  0.093
H: -0.767 -7.411 3.450  0.151
H: -2.636 -8.572 2.493  0.114
H: -3.815 -7.587 3.403  0.141
C: 0.621 -1.676 -4.528  -0.019
C: -0.433 -1.538 -5.591  -0.318
C: -0.677 -2.762 -6.455  -0.084
O: -1.105 -2.183 -7.695  0.073
C: -0.587 -0.941 -7.776  -0.563
O: -0.614 -0.254 -8.748  0.154
O: -0.039 -0.576 -6.595  0.078
H: 0.894 -0.702 -4.121  0.077
H: 0.240 -2.292 -3.712  0.091
H: 1.521 -2.142 -4.931  0.092
H: -1.378 -1.185 -5.166  0.158
H: -1.447 -3.432 -6.084  0.140
H: 0.249 -3.314 -6.633  0.139
C: 3.149 -8.493 0.335  -0.019
C: 1.907 -8.660 1.166  -0.324
C: 1.656 -10.039 1.746  -0.082
O: 0.225 -10.082 1.819  0.065
C: -0.268 -9.239 0.886  -0.571
O: -1.419 -9.155 0.590  0.150
O: 0.723 -8.491 0.355  0.084
H: 3.110 -7.552 -0.212  0.088
H: 4.027 -8.479 0.981  0.093
H: 3.251 -9.307 -0.384  0.090
H: 1.861 -7.905 1.957  0.156
H: 2.072 -10.197 2.737  0.141
H: 1.992 -10.826 1.068  0.139
C: 2.218 4.616 9.325  -0.026
C: 3.211 5.742 9.260  -0.325
C: 3.505 6.296 7.880  -0.090
O: 4.854 6.759 8.016  0.059
C: 5.448 6.039 8.999  -0.568
O: 6.610 6.057 9.243  0.163
O: 4.527 5.299 9.656  0.081
H: 2.248 4.140 10.305  0.090
H: 1.211 4.995 9.154  0.088
H: 2.428 3.863 8.567  0.082
H: 2.932 6.556 9.937  0.157
H: 2.867 7.122 7.579  0.137
H: 3.479 5.509 7.122  0.139
C: -1.042 8.756 -4.813  -0.018
C: -0.043 8.955 -5.920  -0.324
C: -0.117 7.982 -7.080  -0.092
O: 1.239 7.939 -7.532  0.058
C: 2.042 8.250 -6.482  -0.563
O: 3.222 8.131 -6.475  0.171
O: 1.297 8.708 -5.449  0.084
H: -0.760 9.344 -3.941  0.090
H: -2.030 9.079 -5.142  0.091
H: -1.092 7.706 -4.518  0.086
H: -0.070 9.983 -6.293  0.159
H: -0.766 8.295 -7.894  0.142
H: -0.401 6.982 -6.741  0.119


Which of these has the highest spin multiplicity?
C22H68N16O10


Which formula does entry 2 have?
C22H68N16O10


Number 1 is which compound?
C4H15NO4